The following is a quantum chemistry calculation of a 3-piece molecular cluster, C25H60BCl2IN9O6P2S overall, from OMol25.

Computed properties:
- Lowest unoccupied orbital energy: -4.59 eV
- HOMO level: -9.77 eV
- DFT total energy: -4256.3444 hartree

The geometry in ORCA input format:
```
! wB97M-V def2-TZVPD RIJCOSX def2/J DEFGRID3
* xyz 1 1
N -0.17 5.65 3.29
C 2.99 1.80 -3.75
H -1.84 8.02 3.06
H -2.21 0.54 -0.71
H -6.34 -3.84 0.70
H 2.39 2.70 -3.89
N -3.84 -2.30 0.51
H 0.51 8.12 0.17
N 3.07 -1.31 -1.54
C -0.35 1.04 0.28
H -2.04 5.81 4.30
H -0.10 1.89 -0.37
I 2.45 -4.55 0.38
H 0.77 8.41 1.91
H 1.72 1.21 0.78
C -1.23 5.09 4.13
H 1.00 5.91 5.01
H -5.72 -2.07 3.23
B 2.37 -0.35 -2.49
C -1.29 -4.86 1.12
C -0.05 -3.92 -2.39
H -1.39 -0.84 0.00
H 2.93 6.15 0.32
H -2.99 5.05 0.65
H -0.79 -0.09 -1.52
H -2.76 -2.99 -1.17
H 3.27 -0.04 0.07
C 2.69 -0.94 -0.17
H 1.53 5.97 -0.76
H -4.28 -0.71 1.83
H 5.82 -3.92 -4.83
H -4.53 -3.09 -1.33
H -1.65 4.19 3.68
H 2.13 8.17 0.87
C 1.90 5.77 0.25
H 3.62 1.27 -1.77
H -0.72 -4.00 1.46
C 4.80 -5.43 -2.22
H 2.74 1.14 -4.58
C -1.23 0.10 -0.54
H -4.67 -3.06 4.25
P -3.38 -3.32 1.75
S 5.34 -2.24 -3.20
N -1.78 6.54 1.49
H 0.60 7.41 4.16
H 4.55 -2.76 -5.33
H 5.73 -5.89 -0.37
C 0.96 0.42 0.76
C 4.02 -4.56 -2.88
Cl 3.00 -4.98 -4.20
H -5.58 -5.40 1.06
H 2.98 -1.70 0.56
C 5.52 -2.88 -4.83
O 1.33 -0.62 -0.15
H -3.60 -6.33 1.07
C 2.70 1.17 -2.36
N -2.63 -4.47 0.68
N 4.00 -3.16 -2.55
O 6.51 -2.57 -2.45
H -4.49 -0.32 0.14
C -3.70 -2.50 -0.93
P -0.38 5.56 1.64
H -1.31 -5.59 1.94
C 1.10 7.84 1.04
H 1.95 -1.09 -4.26
H -6.29 -3.61 3.87
C -1.90 7.91 1.96
H 1.87 1.70 -1.89
O -0.49 4.72 0.41
C -3.05 5.82 1.41
N 1.10 6.41 1.29
H -0.91 1.47 1.11
H -2.87 8.30 1.66
O 5.05 -0.84 -3.29
H 4.03 2.07 -3.86
H 6.74 -5.02 -1.49
H 5.49 -4.13 -0.64
C -5.93 -4.47 1.50
H -0.75 -5.31 0.29
C 3.01 -2.65 -1.81
C -4.61 -1.11 0.88
H -0.83 4.80 5.10
H 6.21 -2.20 -5.31
H 1.95 4.69 0.39
H -2.67 -6.24 -0.43
H -4.20 -5.44 -0.36
H -5.68 -1.33 0.95
H 1.84 6.29 3.53
C -5.43 -3.10 3.46
C 0.68 -3.18 -1.56
O 1.51 -0.83 -3.44
H -1.17 8.56 1.50
N -4.91 -3.82 2.30
H -6.76 -4.76 2.14
Cl 4.79 -7.07 -2.72
H 0.39 -4.78 -2.88
H -3.34 5.34 2.36
N 2.06 -3.55 -1.38
H 0.80 0.01 1.76
H -3.70 -1.54 -1.44
C 0.87 6.36 4.02
H 0.23 -2.36 -1.02
C 5.72 -5.09 -1.10
H -1.09 -3.69 -2.56
O -2.52 -3.44 2.94
C -3.32 -5.67 0.24
H -3.85 6.50 1.13
*
```

Atom charges from the Mulliken analysis, given in e for atoms 1 to 4: atom 1 (N): 0.25, atom 2 (C): -1.32, atom 3 (H): 0.24, atom 4 (H): 0.52